C10H16 | wB97M-V/def2-TZVPD

```
! wB97M-V def2-TZVPD RIJCOSX def2/J DEFGRID3
* xyz 0 1
C -2.644 -0.163 0.998
C -1.664 0.595 0.191
C -0.721 -0.364 -0.507
C 0.004 -1.286 0.204
C 0.590 -2.290 -0.576
C 0.470 -2.409 -1.956
C -0.110 -1.399 -2.660
C -0.589 -0.361 -1.890
H -2.031 -0.793 1.673
H -3.308 -0.827 0.449
H -3.342 0.416 1.549
H -2.196 1.240 -0.648
H -1.356 1.440 0.851
H -0.005 -1.344 1.311
H 1.364 -3.035 -0.256
H 0.897 -3.348 -2.334
H -0.073 -1.514 -3.762
H -1.030 0.555 -2.302
C 2.290 2.175 1.787
C 1.602 1.518 0.639
H 3.418 1.959 1.957
H 2.361 3.234 1.881
H 1.793 1.866 2.754
H 2.176 1.755 -0.407
H 1.447 0.510 0.748
H 0.656 1.870 0.305
*
```

Computed properties:
- Relative energy (zero: lowest compared OMol25 entry of this formula, charge and spin): 49.3 kcal/mol
- HOMO-LUMO gap: 9.97 eV

C10H16 | wB97M-V/def2-TZVPD

```
! wB97M-V def2-TZVPD RIJCOSX def2/J DEFGRID3
* xyz 0 1
C -1.716 -0.644 -1.609
C -1.726 0.677 -0.836
C -0.445 1.144 -0.242
C 0.790 1.063 -0.870
C 1.854 1.825 -0.387
C 1.764 2.609 0.738
C 0.541 2.614 1.427
C -0.509 1.833 0.995
H -1.305 -1.479 -1.045
H -1.010 -0.626 -2.459
H -2.660 -0.762 -2.139
H -2.153 1.380 -1.562
H -2.569 0.634 -0.136
H 0.962 0.298 -1.618
H 2.818 1.748 -0.882
H 2.544 3.260 1.102
H 0.411 3.223 2.313
H -1.458 1.802 1.513
C 0.948 -1.990 0.821
C 0.052 -3.236 0.606
H 1.149 -1.873 1.886
H 1.863 -1.853 0.249
H 0.354 -1.112 0.564
H 0.248 -4.005 1.345
H 0.226 -3.648 -0.390
H -0.975 -2.882 0.615
*
```

Computed properties:
- Relative energy (zero: lowest compared OMol25 entry of this formula, charge and spin): 19.1 kcal/mol
- HOMO-LUMO gap: 9.90 eV

C10H16BCl27GaO | wB97M-V/def2-TZVPD

```
! wB97M-V def2-TZVPD RIJCOSX def2/J DEFGRID3
* xyz -1 1
C -2.062 -1.408 -0.352
B -0.567 -1.578 0.155
O -0.388 -2.755 0.938
Ga 1.005 -0.164 -0.233
H -2.714 -1.220 0.514
H -2.436 -2.316 -0.838
H -2.174 -0.559 -1.027
H -0.975 -2.755 1.702
H 2.135 -0.283 0.924
H 1.690 -0.558 -1.647
H 0.409 1.333 -0.265
C -1.755 -0.312 -4.465
Cl -1.355 0.102 -6.143
Cl -0.359 -0.947 -3.623
Cl -2.403 1.101 -3.624
H -2.532 -1.066 -4.487
C 1.856 3.005 -6.747
Cl 1.492 2.164 -8.264
Cl 0.800 4.406 -6.548
Cl 1.741 1.921 -5.377
H 2.872 3.367 -6.814
C -6.514 -1.036 -1.477
Cl -5.936 -2.294 -0.387
Cl -7.345 0.241 -0.580
Cl -5.200 -0.374 -2.439
H -7.235 -1.484 -2.147
C 0.451 8.478 -6.062
Cl 1.548 7.824 -4.853
Cl 1.296 8.800 -7.579
Cl -0.920 7.402 -6.324
H 0.068 9.419 -5.692
C 0.625 2.893 3.578
Cl 0.360 1.219 3.142
Cl 2.153 3.487 2.929
Cl -0.725 3.919 3.057
H 0.679 2.961 4.656
C -2.651 -0.518 5.113
Cl -4.033 -1.403 5.777
Cl -2.077 -1.268 3.631
Cl -3.056 1.176 4.857
H -1.851 -0.566 5.840
C 5.884 1.501 2.629
Cl 4.419 0.695 3.150
Cl 6.497 0.806 1.128
Cl 5.640 3.248 2.447
H 6.642 1.363 3.388
C 0.303 -5.564 1.922
Cl -0.249 -4.971 3.490
Cl 1.962 -6.169 2.036
Cl -0.776 -6.824 1.314
H 0.291 -4.724 1.234
C 3.055 -5.999 5.602
Cl 3.750 -4.535 4.928
Cl 4.284 -6.962 6.437
Cl 1.715 -5.629 6.688
H 2.666 -6.592 4.785
*
```

Computed properties:
- HOMO-LUMO gap: 6.03 eV

C10H16BNO | wB97M-V/def2-TZVPD

```
! wB97M-V def2-TZVPD RIJCOSX def2/J DEFGRID3
* xyz 0 1
B -2.695 1.148 1.759
C -0.621 0.270 0.460
C 0.360 0.592 1.268
C -2.203 0.249 -1.955
C -0.639 0.446 -2.062
C 1.482 -0.213 -0.881
C 2.264 -0.479 0.387
C -2.708 -0.210 -0.584
C 0.000 -0.246 -0.848
C 1.720 0.405 1.643
C 2.042 -0.342 2.923
N -1.973 0.467 0.464
O -2.079 1.337 2.823
H -3.878 1.363 1.322
H -2.596 1.239 -2.107
H -2.525 -0.643 -2.524
H -0.264 -0.012 -2.924
H -0.526 1.558 -2.079
H 1.832 0.851 -1.126
H 1.744 -0.910 -1.703
H 2.327 -1.593 0.647
H 3.326 -0.201 0.068
H -3.835 -0.033 -0.575
H -2.326 -1.236 -0.491
H -0.414 -1.193 -0.892
H 2.055 1.405 1.589
H 1.705 -1.291 2.905
H 1.605 0.303 3.657
H 3.055 -0.315 3.192
*
```

Computed properties:
- Relative energy (zero: lowest compared OMol25 entry of this formula, charge and spin): 100.1 kcal/mol
- HOMO-LUMO gap (spin up / spin down): 6.87 / 6.87 eV

C10H16Br13FINO2S | wB97M-V/def2-TZVPD

```
! wB97M-V def2-TZVPD RIJCOSX def2/J DEFGRID3
* xyz 0 1
C 2.966 1.309 0.812
C 2.107 1.256 -0.452
C 1.574 -0.131 -0.789
I 0.939 -0.156 -2.860
N 0.557 -0.708 0.112
C -0.357 0.228 0.783
C -1.264 1.011 -0.153
C -2.189 1.894 0.694
Br -2.392 -0.304 -1.088
S 1.138 -1.806 1.183
O 1.979 -1.236 2.179
O 0.058 -2.618 1.631
F 1.998 -2.664 0.223
H 3.601 2.192 0.783
H 2.366 1.360 1.717
H 3.615 0.440 0.899
H 1.338 2.023 -0.423
H 2.763 1.529 -1.278
H 2.424 -0.802 -0.787
H 0.163 0.885 1.484
H -1.037 -0.373 1.386
H -0.725 1.592 -0.891
H -2.457 2.796 0.154
H -3.117 1.358 0.878
H -1.756 2.105 1.670
C 3.713 3.662 -3.716
Br 5.108 3.003 -2.565
Br 2.283 4.454 -2.702
Br 4.395 4.870 -5.046
H 3.300 2.809 -4.236
C 5.738 -3.802 0.285
Br 7.140 -5.115 0.385
Br 5.995 -2.387 1.560
Br 5.534 -3.111 -1.501
H 4.814 -4.299 0.540
C -6.513 1.881 0.265
Br -8.434 1.984 0.278
Br -5.896 0.066 0.123
Br -5.752 2.996 -1.110
H -6.167 2.265 1.213
C -5.820 -4.157 1.733
Br -5.108 -3.629 0.023
Br -6.266 -2.624 2.804
Br -7.315 -5.351 1.543
H -5.041 -4.696 2.252
*
```

Computed properties:
- HOMO-LUMO gap: 9.28 eV

C10H16Br18Cl3OP2 | wB97M-V/def2-TZVPD

```
! wB97M-V def2-TZVPD RIJCOSX def2/J DEFGRID3
* xyz 1 1
C -3.001 -4.504 -2.796
C -3.831 -3.241 -2.991
Cl -4.996 -3.085 -1.650
C -4.505 -3.243 -4.382
Cl -3.823 -1.995 -5.455
P -6.323 -3.013 -4.430
C -6.869 -1.480 -3.652
P -7.689 -4.740 -3.866
O -7.639 -5.481 -5.299
Cl -6.504 -5.947 -2.752
H -2.631 -4.547 -1.774
H -2.138 -4.487 -3.461
H -3.592 -5.398 -2.994
H -3.146 -2.397 -2.966
H -4.296 -4.196 -4.870
H -6.609 -2.846 -5.786
H -7.741 -1.710 -3.038
H -6.086 -1.064 -3.031
H -7.189 -0.791 -4.430
H -6.945 -6.149 -5.362
C -0.494 -1.397 -0.798
Br -1.686 -0.429 -1.964
Br -1.462 -2.590 0.359
Br 0.867 -2.312 -1.791
H -0.006 -0.662 -0.173
C 2.515 0.438 1.795
Br 1.354 1.426 0.627
Br 1.513 -0.757 2.915
Br 3.895 -0.472 0.818
H 2.994 1.163 2.440
C 5.541 4.109 2.310
Br 5.389 5.963 2.770
Br 4.871 2.976 3.715
Br 4.679 3.719 0.634
H 6.592 3.886 2.191
C 9.529 7.954 2.211
Br 8.735 6.514 1.213
Br 8.363 9.481 2.275
Br 10.048 7.385 3.971
H 10.425 8.252 1.689
C -0.139 4.147 3.584
Br -0.180 2.417 4.429
Br 1.603 4.524 2.872
Br -1.505 4.304 2.237
H -0.350 4.885 4.344
C 4.575 -0.872 6.152
Br 3.067 0.309 5.959
Br 4.030 -2.598 6.796
Br 5.563 -1.009 4.509
H 5.231 -0.441 6.894
*
```

Computed properties:
- HOMO-LUMO gap: 7.60 eV

C10H16BrCuINO5 | wB97M-V/def2-TZVPD

```
! wB97M-V def2-TZVPD RIJCOSX def2/J DEFGRID3
* xyz 1 2
C 5.481 1.344 -0.064
C 3.929 1.104 -0.392
C 3.223 -0.055 0.475
Br 4.555 -1.498 0.967
N 2.174 -0.706 -0.409
O 2.555 -2.002 -0.643
C 0.796 -0.587 0.115
I 0.362 1.590 0.166
C -0.223 -1.195 -0.965
C -1.663 -1.601 -0.392
C -2.666 -0.338 -0.207
O -4.064 -0.816 -0.256
C -4.778 0.042 0.645
C -5.218 1.499 0.123
O -5.027 -0.339 1.793
C 0.569 -1.115 1.604
O 1.145 -2.070 2.152
O -0.367 -0.369 2.392
H 5.786 1.100 1.004
H 5.674 2.472 -0.221
H 6.088 0.808 -0.864
H 3.383 2.086 -0.160
H 3.748 0.885 -1.504
H 2.837 0.422 1.432
H 1.973 -2.656 -0.196
H -0.408 -0.380 -1.761
H 0.175 -2.097 -1.541
H -2.165 -2.240 -1.215
H -1.639 -2.273 0.533
H -2.446 0.252 0.745
H -2.502 0.341 -1.112
H -6.042 1.899 0.796
H -4.258 2.139 0.153
H -5.623 1.460 -0.959
Cu -5.367 2.894 -2.232
*
```

Computed properties:
- HOMO-LUMO gap (spin up / spin down): 4.06 / 4.04 eV

C10H16Cl2MgO8 | wB97M-V/def2-TZVPD

```
! wB97M-V def2-TZVPD RIJCOSX def2/J DEFGRID3
* xyz -2 1
Mg 0.028 0.759 -0.245
C 2.270 1.975 -3.034
C 1.980 2.760 -1.749
O 2.503 3.851 -1.427
O 1.078 2.229 -1.033
H 2.971 2.396 -3.753
H 1.313 1.856 -3.552
H 2.503 0.959 -2.711
C -3.256 2.687 1.183
C -1.901 2.374 1.793
O -1.768 2.480 3.035
O -0.949 2.061 1.024
H -3.763 3.463 1.756
H -3.773 1.750 0.976
H -3.130 3.158 0.202
C -1.849 -1.443 -2.716
C -0.990 -0.466 -1.932
O -1.429 0.627 -1.515
O 0.089 -0.886 -1.445
H -1.504 -2.468 -2.529
H -1.784 -1.417 -3.804
H -2.850 -1.496 -2.286
C 3.029 -0.857 2.393
C 1.988 0.180 2.116
O 1.409 0.182 0.978
O 1.682 0.944 3.041
H 3.261 -1.563 1.593
H 2.717 -1.444 3.260
H 3.958 -0.350 2.665
Cl 0.446 -4.859 0.315
C 0.231 -3.221 0.880
C -1.220 -2.850 1.010
Cl -1.346 -1.147 1.505
H 0.813 -2.569 0.231
H 0.721 -3.189 1.853
H -1.694 -3.405 1.819
H -1.782 -3.062 0.102
*
```

Computed properties:
- Relative energy (zero: lowest compared OMol25 entry of this formula, charge and spin): 0.0 kcal/mol
- HOMO-LUMO gap: 6.28 eV

C10H16Cl3GeMoS3SbSi2 | wB97M-V/def2-TZVPD

```
! wB97M-V def2-TZVPD RIJCOSX def2/J DEFGRID3
* xyz 2 1
Mo 1.897 -0.518 -0.832
C -0.007 -3.659 0.075
Si 0.174 -1.892 0.590
C 0.663 -1.791 2.380
C -1.147 -0.746 -0.095
C -2.159 -1.413 -0.797
C -3.145 -0.726 -1.489
C -3.116 0.658 -1.537
C -2.115 1.344 -0.867
C -1.129 0.673 -0.131
Si -0.127 1.840 0.916
C 0.040 3.537 0.211
C -0.458 1.803 2.729
H -0.840 -4.099 0.632
H 0.894 -4.206 0.358
H -0.187 -3.815 -0.987
H -0.135 -2.247 2.973
H 0.838 -0.783 2.747
H 1.566 -2.382 2.547
H -2.192 -2.496 -0.803
H -3.928 -1.274 -1.997
H -3.869 1.204 -2.090
H -2.114 2.427 -0.917
H -0.891 4.090 0.359
H 0.267 3.526 -0.856
H 0.825 4.087 0.733
H -1.375 2.381 2.884
H 0.331 2.292 3.301
H -0.633 0.805 3.126
S 6.227 1.500 0.055
Sb 5.042 0.226 1.279
S 2.047 1.045 0.713
S 3.637 -1.648 -0.757
Cl 2.883 0.042 -4.814
Ge 1.582 0.345 -3.203
Cl 0.667 -1.724 -2.650
Cl -0.010 1.595 -3.786
*
```

Computed properties:
- Relative energy (zero: lowest compared OMol25 entry of this formula, charge and spin): 0.0 kcal/mol
- HOMO-LUMO gap: 6.53 eV

C10H16ClN2 | wB97M-V/def2-TZVPD

```
! wB97M-V def2-TZVPD RIJCOSX def2/J DEFGRID3
* xyz 1 1
H -0.639 -2.732 -1.330
N -0.571 -2.730 -0.349
C 0.267 -1.862 0.027
C 0.603 -1.805 1.468
C 1.061 -1.081 -0.969
C 2.062 -0.112 -0.311
Cl 3.617 -0.651 0.121
C 1.797 1.217 -0.198
C 2.814 2.397 0.019
C 0.336 1.623 -0.469
C -0.769 1.019 -0.210
N -1.887 0.566 -0.013
C -2.628 0.460 1.266
C -2.595 0.001 -1.152
H 1.688 -1.732 1.396
H 0.027 -2.600 2.092
H 0.282 -0.890 1.960
H 0.484 -0.548 -1.753
H 1.718 -1.871 -1.311
H 3.671 2.255 -0.694
H 3.200 2.269 1.061
H 2.438 3.387 -0.157
H 0.092 2.619 -0.981
H -2.600 1.412 1.908
H -3.733 0.242 1.062
H -2.285 -0.479 1.803
H -1.955 0.084 -1.995
H -2.868 -1.028 -0.922
H -3.628 0.570 -1.371
*
```

Computed properties:
- Relative energy (zero: lowest compared OMol25 entry of this formula, charge and spin): 70.0 kcal/mol
- HOMO-LUMO gap: 8.62 eV

C10H16CrN7O2S5Se5 | wB97M-V/def2-TZVPD

```
! wB97M-V def2-TZVPD RIJCOSX def2/J DEFGRID3
* xyz 0 4
Cr -1.796 2.368 -0.077
N -2.899 -0.337 0.798
N -3.237 -0.942 -0.413
C -2.837 -0.358 -1.550
N -3.137 -0.899 -2.719
N -2.228 0.828 -1.374
N -1.653 1.486 -2.411
O -0.917 2.395 -1.945
O -1.927 1.359 -3.566
H -2.065 -0.755 1.198
H -3.681 -0.384 1.436
H -3.485 -1.919 -0.440
H -3.278 -1.896 -2.767
H -2.744 -0.454 -3.535
Se -3.884 3.316 -1.080
Se -3.602 5.548 -0.535
Se -3.584 5.299 1.769
Se -1.972 3.600 1.908
C 2.465 -0.896 1.934
N 2.523 0.502 2.348
C 3.505 1.055 3.143
C 3.245 2.373 3.231
N 2.105 2.616 2.485
C 1.532 3.936 2.281
C 1.657 1.462 1.958
Se 0.268 1.015 0.803
H 3.362 -1.393 2.292
H 2.418 -0.959 0.848
H 1.578 -1.372 2.348
H 4.300 0.465 3.559
H 3.764 3.161 3.746
H 2.292 4.675 2.518
H 0.661 4.080 2.913
H 1.231 4.043 1.242
C -0.971 -4.703 -1.283
S -0.433 -4.264 -2.957
C 1.086 -3.491 -2.579
C 1.245 -2.172 -2.295
S 0.052 -0.951 -2.123
S 2.904 -1.724 -1.954
C 3.644 -3.284 -2.049
S 5.236 -3.557 -1.716
S 2.524 -4.495 -2.519
H -1.956 -5.164 -1.366
H -1.027 -3.800 -0.675
H -0.283 -5.414 -0.830
*
```

Computed properties:
- Relative energy (zero: lowest compared OMol25 entry of this formula, charge and spin): 52.7 kcal/mol
- HOMO-LUMO gap (spin up / spin down): 5.19 / 5.64 eV

C10H16FeN3S4 | wB97M-V/def2-TZVPD

```
! wB97M-V def2-TZVPD RIJCOSX def2/J DEFGRID3
* xyz 2 2
Fe -0.051 0.010 1.180
C -1.623 -2.487 1.546
C -2.734 -1.420 1.358
S -2.189 0.131 0.508
C -2.662 1.643 1.470
C -1.517 2.314 2.240
S 0.046 2.251 1.254
C 1.428 2.314 2.473
C 2.548 1.264 2.231
S 2.134 -0.033 0.985
C 2.507 -1.720 1.637
C 1.284 -2.662 1.712
S -0.083 -2.148 0.591
H -1.992 -3.464 1.241
H -1.319 -2.522 2.588
H -3.138 -1.139 2.329
H -3.545 -1.804 0.745
H -3.474 1.385 2.149
H -3.069 2.303 0.705
H -1.328 1.819 3.188
H -1.766 3.358 2.429
H 0.981 2.186 3.455
H 1.849 3.316 2.425
H 2.798 0.768 3.169
H 3.447 1.743 1.850
H 2.951 -1.613 2.626
H 3.267 -2.109 0.964
H 0.866 -2.671 2.714
H 1.581 -3.671 1.433
N 2.313 -0.220 6.672
C 1.419 0.054 6.003
N 0.376 0.414 5.235
C 0.187 -0.040 4.102
N -0.045 -0.406 2.988
*
```

Computed properties:
- Relative energy (zero: lowest compared OMol25 entry of this formula, charge and spin): 0.0 kcal/mol
- HOMO-LUMO gap (spin up / spin down): 6.49 / 7.23 eV

C10H16MnN5O4 | wB97M-V/def2-TZVPD

```
! wB97M-V def2-TZVPD RIJCOSX def2/J DEFGRID3
* xyz -1 6
Mn -0.752 0.898 0.149
N -1.327 -0.598 -1.623
C -1.876 0.212 -2.726
C -1.338 1.651 -2.738
O -1.428 2.289 -3.795
N -0.864 2.043 -1.569
C -0.288 3.364 -1.451
C 0.455 3.521 -0.113
O 1.108 4.537 0.082
O 0.336 2.541 0.731
H -0.431 -0.994 -1.884
H -1.939 -1.372 -1.394
H -2.959 0.271 -2.602
H -1.683 -0.221 -3.709
H -1.048 4.151 -1.501
H 0.416 3.578 -2.260
C -0.070 -2.663 0.718
C 0.855 -1.706 1.431
O 1.019 -0.505 0.663
C 2.272 0.156 0.918
C 3.373 -0.408 0.045
H -0.206 -3.554 1.333
H 0.344 -2.951 -0.250
H -1.050 -2.212 0.566
H 1.835 -2.167 1.574
H 0.463 -1.446 2.418
H 2.509 0.053 1.982
H 2.103 1.213 0.724
H 3.555 -1.467 0.240
H 4.301 0.134 0.232
H 3.115 -0.288 -1.007
N -1.425 -3.424 3.983
C -2.061 -2.526 3.616
N -2.851 -1.536 3.236
C -2.400 -0.678 2.391
N -2.063 0.103 1.590
*
```

Computed properties:
- Relative energy (zero: lowest compared OMol25 entry of this formula, charge and spin): 0.0 kcal/mol
- HOMO-LUMO gap (spin up / spin down): 7.74 / 8.29 eV

Let's list E in order: -390.5572, -390.6055, -14840.6563, -545.3493, -34853.7405, -48861.1509, -5333.1973, -2113.3141, -5929.7431, -959.9622, -15966.9165, -3410.6962, -2116.5698 Ha.